Entry from the Open Molecules 2025 dataset: a cluster of 3 separate species, C3H12N2OS in total (the ωB97M-V functional and the def2-TZVPD basis).

Last column: natural (NBO) charge in e.
Positions of all 19 atoms, in Å:
N  -1.382  2.464  0.710  -0.807
C  -0.970  0.018  0.328  -0.197
C  -0.857  -0.635  -1.050  -0.560
S  0.161  0.363  -2.247  -0.113
C  0.357  0.186  1.022  -0.260
N  1.065  -1.045  1.358  -0.743
H  -0.939  3.035  0.013  0.362
H  -2.012  2.990  1.171  0.358
H  -1.654  -0.563  1.014  0.238
H  -0.294  -1.594  -0.962  0.341
H  -1.813  -0.837  -1.565  0.244
H  1.159  -0.579  -2.098  0.239
H  0.144  0.743  1.884  0.225
H  0.922  0.905  0.332  0.197
H  1.390  -1.529  0.481  0.445
H  1.858  -0.798  2.004  0.381
H  2.478  -2.282  -1.595  0.450
H  -1.340  1.140  0.291  0.290
O  1.726  -1.981  -1.091  -1.089

## Properties
- LUMO energy (eV) = -4.28
- Kohn-Sham gap (eV) = 4.1896
- energy relative to the best compared isomer or geometry (same formula, charge and spin) (kcal per mole) = 190.7



Entry from the Open Molecules 2025 dataset: a cluster of 2 separate species, C3H12N2OS in total (the ωB97M-V functional and the def2-TZVPD basis).

Last column: natural (NBO) charge in e.
Positions of all 19 atoms, in Å:
N  -1.886  2.058  -0.651  -0.815
C  -1.599  1.159  0.526  -0.222
C  -0.136  0.725  0.512  -0.085
N  0.047  -0.306  -0.532  -0.882
C  0.407  0.236  1.854  -0.490
S  1.963  -0.828  1.782  -0.072
H  -1.692  1.391  -1.395  0.365
H  -1.192  2.792  -0.600  0.349
H  -2.234  0.270  0.578  0.192
H  -1.711  1.783  1.423  0.187
H  0.485  1.563  0.210  0.177
H  -0.590  -1.079  -0.629  0.366
H  1.009  -0.581  -0.638  0.379
H  -0.307  -0.561  2.178  0.206
H  0.524  1.050  2.589  0.220
H  2.638  0.261  2.172  0.124
O  -0.774  -1.759  -4.300  -0.921
H  -0.273  -2.174  -3.587  0.461
H  -1.459  -2.426  -4.371  0.460

## Properties
- LUMO energy (eV) = 0.63
- Kohn-Sham gap (eV) = 9.8044
- energy relative to the best compared isomer or geometry (same formula, charge and spin) (kcal per mole) = 21.9



Entry from the Open Molecules 2025 dataset: the ion C3H12N2P with charge +1 (the ωB97M-V functional and the def2-TZVPD basis).

Last column: natural (NBO) charge in e.
Positions of all 18 atoms, in Å:
C  -2.327  -0.167  -0.283  -0.405
N  -0.983  -0.899  -0.502  -0.983
P  0.488  -0.141  -0.204  1.865
C  1.581  -1.435  0.525  -1.000
C  0.182  1.248  1.102  -0.948
N  1.079  0.737  -1.493  -1.119
H  -3.105  -0.893  -0.659  0.240
H  -2.446  -0.096  0.788  0.198
H  -2.309  0.812  -0.770  0.224
H  -1.177  -1.921  0.023  0.445
H  1.939  -1.190  1.610  0.298
H  2.460  -1.560  -0.213  0.277
H  0.942  -2.367  0.587  0.270
H  0.920  2.027  0.931  0.258
H  -0.074  0.890  2.158  0.281
H  -0.825  1.667  0.752  0.258
H  1.500  0.213  -2.262  0.427
H  1.821  1.313  -1.177  0.411

## Properties
- LUMO energy (eV) = -3.09
- charge = +1
- Kohn-Sham gap (eV) = 11.4132
- energy relative to the best compared isomer or geometry (same formula, charge and spin) (kcal per mole) = 11.5



Entry from the Open Molecules 2025 dataset: a structure of composition C3H12N3 (the ωB97M-V functional and the def2-TZVPD basis).

Last column: natural (NBO) charge in e.
Positions of all 18 atoms, in Å:
C  3.209  0.450  -1.150  -0.556
N  1.869  1.089  -1.183  -1.055
H  3.971  1.189  -1.416  0.197
H  3.494  0.199  -0.136  0.209
H  3.266  -0.356  -1.862  0.205
H  1.611  1.325  -2.105  0.355
H  1.797  2.017  -0.688  0.249
H  1.022  0.347  -0.822  0.407
C  -2.711  -0.591  1.942  -0.406
N  -1.884  -0.860  0.803  -0.564
C  -0.894  -0.068  0.425  0.212
N  -0.128  -0.216  -0.634  -0.800
H  -2.749  -1.456  2.578  0.202
H  -2.284  0.206  2.529  0.220
H  -3.706  -0.410  1.594  0.201
H  -2.146  -1.580  0.169  0.396
H  -0.557  0.718  1.135  0.179
H  -0.337  -1.038  -1.177  0.352

## Properties
- LUMO energy (spin up / spin down) (eV) = 0.72 / 0.67
- Kohn-Sham gap (spin up / spin down) (eV) = 3.0589 / 10.6849
- energy relative to the best compared isomer or geometry (same formula, charge and spin) (kcal per mole) = 46.4
- <S²> = 0.7504
- spin multiplicity = 2



Entry from the Open Molecules 2025 dataset: a cluster of 2 separate species, C3H12N3 in total (the ωB97M-V functional and the def2-TZVPD basis).

Last column: natural (NBO) charge in e.
Positions of all 18 atoms, in Å:
C  2.414  0.510  2.885  -0.047
N  1.398  1.250  3.027  -0.592
H  2.609  -0.326  3.549  0.174
H  3.133  0.680  2.079  0.141
H  1.453  2.029  2.375  0.326
N  -2.470  -0.153  -2.225  -0.670
C  -1.388  -0.923  -1.521  -0.228
C  -0.316  0.045  -1.016  -0.237
N  0.816  -0.710  -0.497  -0.806
H  -2.610  0.780  -1.821  0.445
H  -2.270  -0.017  -3.219  0.447
H  -3.354  -0.668  -2.168  0.451
H  -1.851  -1.442  -0.686  0.226
H  -0.950  -1.621  -2.230  0.244
H  0.005  0.627  -1.887  0.198
H  -0.786  0.734  -0.298  0.179
H  1.562  -0.039  -0.352  0.379
H  0.553  -1.080  0.413  0.370

## Properties
- LUMO energy (eV) = -3.91
- charge = +1
- Kohn-Sham gap (eV) = 8.7859
- energy relative to the best compared isomer or geometry (same formula, charge and spin) (kcal per mole) = 56.3



Entry from the Open Molecules 2025 dataset: a cluster of 2 separate species, C3H12N3 in total (the ωB97M-V functional and the def2-TZVPD basis).

Last column: natural (NBO) charge in e.
Positions of all 18 atoms, in Å:
C  -1.864  0.571  -0.629  -0.073
C  -2.815  1.290  -0.083  -0.340
N  -1.551  -0.785  -0.177  -0.762
H  -1.232  0.927  -1.434  0.219
H  -3.025  2.300  -0.412  0.245
H  -3.419  0.892  0.720  0.211
H  -1.941  -0.932  0.750  0.420
H  -1.928  -1.494  -0.803  0.424
H  -0.367  -0.932  -0.125  0.441
N  1.070  -1.013  -0.051  -0.826
C  1.674  0.328  0.223  -0.063
N  3.054  0.357  0.602  -0.810
H  1.455  -1.394  -0.912  0.393
H  1.358  -1.665  0.674  0.393
H  1.544  0.918  -0.678  0.197
H  1.083  0.792  1.010  0.193
H  3.238  -0.168  1.448  0.367
H  3.668  0.007  -0.122  0.370

## Properties
- LUMO energy (eV) = -3.01
- charge = +1
- Kohn-Sham gap (eV) = 10.4693
- energy relative to the best compared isomer or geometry (same formula, charge and spin) (kcal per mole) = 35.9



Entry from the Open Molecules 2025 dataset: a cluster of 2 separate species, C3H12N3 in total (the ωB97M-V functional and the def2-TZVPD basis).

Last column: natural (NBO) charge in e.
Positions of all 18 atoms, in Å:
C  -1.171  -0.823  -1.006  -0.686
C  -0.008  -0.488  1.353  -0.744
C  -0.170  -0.201  -0.088  0.470
N  -0.988  1.659  -0.011  -0.908
N  1.069  -0.129  -0.681  -0.434
N  2.249  -0.175  0.126  -0.621
H  -0.986  -0.441  -2.013  0.242
H  -2.235  -0.544  -0.587  0.238
H  -1.245  -1.918  -0.762  0.283
H  0.717  -1.337  1.560  0.275
H  -0.857  -0.822  2.011  0.259
H  0.532  0.228  1.955  0.277
H  -1.206  1.825  0.963  0.409
H  -1.806  1.522  -0.593  0.400
H  1.076  -0.158  -1.729  0.395
H  2.963  0.369  -0.297  0.376
H  2.586  -1.058  0.163  0.359
H  -0.520  2.490  -0.366  0.410

## Properties
- LUMO energy (eV) = -2.99
- charge = +1
- Kohn-Sham gap (eV) = 11.0701
- energy relative to the best compared isomer or geometry (same formula, charge and spin) (kcal per mole) = 67.2



Entry from the Open Molecules 2025 dataset: a cluster of 2 separate species, C3H12N3O in total (the ωB97M-V functional and the def2-TZVPD basis).

Last column: natural (NBO) charge in e.
Positions of all 19 atoms, in Å:
C  -0.004  1.585  1.092  -0.443
N  1.185  0.743  1.025  -0.609
C  1.914  0.876  -0.240  -0.027
N  1.343  0.125  -1.332  -0.917
H  -0.349  1.629  2.120  0.178
H  0.194  2.618  0.725  0.129
H  -0.746  1.228  0.373  0.264
H  1.846  1.022  1.731  0.330
H  2.933  0.541  0.004  0.134
H  2.006  1.949  -0.526  0.103
H  0.318  -0.153  -1.193  0.444
H  1.304  0.711  -2.161  0.331
N  -2.232  -2.643  -0.287  -0.902
C  -1.246  -1.518  -0.031  0.117
O  -1.321  -0.514  -0.928  -0.957
H  -3.142  -2.264  -0.026  0.319
H  -2.298  -2.678  -1.301  0.336
H  -1.436  -1.230  1.020  0.077
H  -0.268  -2.028  -0.066  0.093

## Properties
- LUMO energy (eV) = 4.01
- charge = -1
- Kohn-Sham gap (eV) = 7.0742
- energy relative to the best compared isomer or geometry (same formula, charge and spin) (kcal per mole) = 11.7



Entry from the Open Molecules 2025 dataset: a cluster of 2 separate species, C3H12N3O in total (the ωB97M-V functional and the def2-TZVPD basis).

Last column: natural (NBO) charge in e.
Positions of all 19 atoms, in Å:
C  -2.580  -0.045  1.855  -0.415
C  -0.735  -0.149  0.167  0.363
N  -0.615  -0.112  -1.204  -0.863
N  -1.917  -0.604  0.715  -0.682
N  0.356  -0.032  1.035  -0.877
H  -1.342  -0.241  -1.864  0.386
H  0.282  0.006  -1.629  0.389
H  -2.472  -1.214  0.132  0.356
H  0.025  -0.181  1.969  0.377
H  1.255  0.381  0.935  0.410
H  -3.202  0.823  1.548  0.164
H  -1.875  0.566  2.428  0.197
H  -3.119  -0.725  2.492  0.201
C  2.820  -0.208  -1.293  -0.261
O  2.102  1.034  -1.035  -0.756
H  2.648  1.786  -1.279  0.476
H  2.005  -0.860  -1.576  0.187
H  3.444  -0.483  -0.459  0.179
H  3.458  -0.105  -2.173  0.169

## Properties
- LUMO energy (spin up / spin down) (eV) = 0.71 / 0.65
- Kohn-Sham gap (spin up / spin down) (eV) = 4.1129 / 9.1226
- energy relative to the best compared isomer or geometry (same formula, charge and spin) (kcal per mole) = 25.7
- <S²> = 0.7536
- spin multiplicity = 2



Entry from the Open Molecules 2025 dataset: a cluster of 4 separate species, C3H12N3O in total (the ωB97M-V functional and the def2-TZVPD basis).

Last column: natural (NBO) charge in e.
Positions of all 19 atoms, in Å:
C  -3.212  -0.314  -0.723  -0.319
C  -2.126  -1.107  -0.901  -0.197
N  0.384  1.311  0.437  -0.410
C  -0.758  1.661  1.051  0.429
N  -0.860  1.637  2.408  -0.779
N  -1.826  2.059  0.335  -0.229
H  -3.588  0.376  -1.472  0.236
H  -3.863  -0.513  0.118  0.215
H  11.269  -6.291  0.618  0.002
H  -1.379  -0.805  -1.628  0.239
H  -1.958  -1.971  -0.272  0.216
H  1.098  1.520  1.149  0.368
H  -1.795  1.633  2.788  0.430
H  -0.119  1.239  2.957  0.417
H  -1.529  2.147  -0.635  0.387
H  10.776  -6.580  0.140  -0.002
H  -0.263  1.895  -2.691  0.488
H  0.092  1.071  -1.405  0.482
O  -0.343  1.032  -2.273  -0.974

## Properties
- LUMO energy (eV) = -9.29
- charge = +1
- Kohn-Sham gap (eV) = 5.1316
- energy relative to the best compared isomer or geometry (same formula, charge and spin) (kcal per mole) = 200.2



Per-record max |F|, hartree/bohr: 0.12545; 0.04789; 0.08526; 0.05491; 0.01546; 0.00788; 0.07861; 0.01938; 0.05236; 0.04385
Per-record DFT total energy, eV: -19160.470; -19167.791; -15568.122; -7771.933; -7768.190; -7769.073; -7767.718; -9822.958; -9820.251; -9810.132